The following is a DFT calculation (ωB97M-V/def2-TZVPD) of C2H4N6 in the gas phase in a non-equilibrium geometry.

Positions of all 12 atoms, in Å:
N (2.68934, -0.31957, 0.19437)
N (1.78708, 0.74509, 0.22402)
C (0.52421, 0.43076, 0.07665)
N (-0.54699, 1.40781, -0.01233)
C (-1.77535, 0.90518, -0.00475)
N (-1.97197, -0.43792, 0.39253)
N (-1.04438, -1.38883, 0.01918)
N (0.13874, -0.95322, -0.10937)
H (2.14910, -1.19072, -0.09665)
H (3.61744, -0.04667, -0.44055)
H (-2.69488, 1.49427, -0.15781)
H (-2.87234, -0.64616, -0.08528)

Summary:
- multiplicity = 1
- HOMO energy (eV) = -8.4
- Kohn-Sham gap (eV) = 8.19
- ΔE to the lowest compared entry with this formula, charge and spin (kcal per mole) = 66.9
- SMILES = N/N=c1/nc[nH]nn1
- total energy (Eh) = -407.0103
- LUMO (eV) = -0.20

Atom charges from the Mulliken analysis, given in e for atoms 1 to 6: number 1, N, carries -0.422; number 2, N, carries -0.367; number 3, C, carries 0.493; number 4, N, carries -0.424; number 5, C, carries 0.058; number 6, N, carries -0.035

The following is a DFT calculation (ωB97M-V/def2-TZVPD) of 2 unconnected molecules or ions with the total composition C4H4F2N2O5 in a non-equilibrium geometry.

Positions of all 17 atoms, in Å:
C (-1.31603, 0.84966, -0.87536)
C (-1.81355, -0.03087, -0.09359)
C (1.96438, -1.72627, 0.22874)
C (1.48993, 0.50679, -0.09947)
N (-3.43914, -0.12723, 0.06496)
N (1.55600, 1.85224, 0.43046)
O (-4.17405, 0.51692, -0.68259)
O (1.35035, 2.01207, 1.59824)
O (-3.76220, -0.84788, 1.00386)
O (1.84643, 2.69072, -0.37498)
O (1.58671, -0.45679, 0.74319)
F (-1.40360, -1.11118, 0.44490)
F (1.93034, 0.30470, -1.28532)
H (-1.85835, 1.71947, -1.23620)
H (1.33449, -1.88958, -0.72923)
H (1.76884, -2.55212, 0.91092)
H (2.93943, -1.71068, -0.04853)

Summary:
- multiplicity = 1
- HOMO energy (alpha / beta) (eV) = -10.4 / -9.0
- Kohn-Sham gap (alpha / beta) (eV) = 9.01 / 6.61
- ΔE to the lowest compared entry with this formula, charge and spin (kcal per mole) = 113.1
- total energy (Eh) = -839.8469
- LUMO (alpha / beta) (eV) = -1.43 / -2.36

Atom charges from the Mulliken analysis, given in e for atoms 1 to 6: number 1, C, carries -0.646; number 2, C, carries 0.591; number 3, C, carries -0.711; number 4, C, carries 0.492; number 5, N, carries 0.852; number 6, N, carries 1.046

The following is a DFT calculation (ωB97M-V/def2-TZVPD) of C6H11Cl3Si in the gas phase in a non-equilibrium geometry.

Positions of all 21 atoms, in Å:
C (1.43042, -1.51160, 0.28830)
C (0.20813, -1.01119, -0.38482)
C (0.16850, -0.34930, -1.83000)
C (-0.82428, 0.68711, -1.37429)
C (-0.32945, 0.34737, 0.13768)
C (0.79032, 1.34522, 0.41376)
Si (-1.56042, 0.27852, 1.55840)
Cl (-2.62759, -1.51800, 1.62346)
Cl (-0.66274, 0.39861, 3.39008)
Cl (-3.11452, 1.69829, 1.66237)
H (2.24512, -0.79327, -0.03223)
H (1.62738, -2.51510, 0.07185)
H (1.31704, -1.26316, 1.32906)
H (-0.72174, -1.61282, -0.37844)
H (0.02080, -1.00234, -2.68670)
H (1.15806, -0.09036, -2.05198)
H (-0.55615, 1.71385, -1.65149)
H (-1.85167, 0.33806, -1.56674)
H (1.48660, 0.90518, 1.19963)
H (0.41267, 2.40661, 0.69477)
H (1.38350, 1.54830, -0.41268)

Summary:
- multiplicity = 1
- HOMO energy (eV) = -10.3
- Kohn-Sham gap (eV) = 10.87
- ΔE to the lowest compared entry with this formula, charge and spin (kcal per mole) = 0.0
- SMILES = C[C@@H]1CC[C@@]1(C)[Si](Cl)(Cl)Cl
- total energy (Eh) = -1905.4035
- LUMO (eV) = 0.61

Atom charges from the Mulliken analysis, given in e for atoms 1 to 6: number 1, C, carries -1.462; number 2, C, carries 0.091; number 3, C, carries -0.986; number 4, C, carries -0.666; number 5, C, carries 0.932; number 6, C, carries -1.914

The following is a DFT calculation (ωB97M-V/def2-TZVPD) of C4H3N3 in the gas phase in a non-equilibrium geometry.

Positions of all 10 atoms, in Å:
C (-2.93159, -0.01282, 0.16239)
C (-1.76573, 0.06600, -0.30319)
C (-0.34672, 0.06714, -0.15842)
N (0.56144, 1.16477, -0.07502)
C (1.74861, 0.58815, -0.11456)
N (1.58275, -0.69825, 0.02007)
N (0.21393, -0.99269, -0.19341)
H (-3.87931, 0.11638, 0.08653)
H (2.49483, 1.23651, 0.29275)
H (2.32179, -1.53518, 0.28286)

Summary:
- multiplicity = 1
- HOMO energy (eV) = -9.9
- Kohn-Sham gap (eV) = 10.52
- ΔE to the lowest compared entry with this formula, charge and spin (kcal per mole) = 94.3
- SMILES = C#Cc1nc[nH]n1
- total energy (Eh) = -318.3345
- LUMO (eV) = 0.67

Atom charges from the Mulliken analysis, given in e for atoms 1 to 6: number 1, C, carries -0.414; number 2, C, carries -0.261; number 3, C, carries 0.634; number 4, N, carries -0.566; number 5, C, carries 0.011; number 6, N, carries -0.032

The following is a DFT calculation (ωB97M-V/def2-TZVPD) of a molecular structure, C18H12BrFNO2RuSbSe5 in a non-equilibrium geometry.

Positions of all 42 atoms, in Å:
Ru (-0.16464, -0.86054, 0.81171)
Se (-3.76013, -2.83437, 2.10120)
Sb (-1.65626, -1.85973, 2.66960)
Se (-1.40408, 1.07009, 1.29865)
Se (0.41898, -3.12338, 1.72063)
Se (-1.29922, -1.39843, 4.99251)
F (-3.83939, -3.10189, -3.71061)
C (-3.06510, -2.61860, -2.69288)
C (-1.78488, -3.11477, -2.53522)
C (-1.00785, -2.61914, -1.50448)
C (-1.46681, -1.63977, -0.61163)
C (-2.77258, -1.19085, -0.82589)
C (-3.57662, -1.65790, -1.85628)
H (-1.41674, -3.87402, -3.21252)
H (0.00535, -2.99358, -1.39327)
H (-3.19603, -0.44767, -0.15575)
H (-4.58546, -1.29961, -2.00483)
Se (1.86912, 0.38946, 1.58747)
C (1.87811, 1.34304, 3.23578)
C (3.03972, 2.04944, 3.55051)
C (3.13335, 2.77431, 4.72434)
C (2.05653, 2.81172, 5.60428)
C (0.90388, 2.11063, 5.29438)
C (0.80800, 1.37769, 4.12308)
H (3.87888, 2.03278, 2.86352)
H (4.04388, 3.31450, 4.95763)
H (2.12221, 3.37437, 6.52563)
H (0.06445, 2.11144, 5.97800)
H (-0.08643, 0.80661, 3.91814)
Br (1.49621, 1.75168, -6.73291)
C (0.87580, 1.37861, -4.96949)
C (-0.24181, 2.03511, -4.48532)
N (-0.71662, 1.83806, -3.26628)
C (-0.08027, 0.95785, -2.49656)
C (1.04372, 0.24342, -2.89932)
C (1.53710, 0.46553, -4.17632)
C (1.75265, -0.77326, -1.99737)
O (2.75178, -1.31583, -2.46318)
O (1.25516, -0.97854, -0.86177)
H (-0.76072, 2.74587, -5.12051)
H (-0.46888, 0.80285, -1.49557)
H (2.41566, -0.08313, -4.48910)

Summary:
- multiplicity = 5
- HOMO energy (alpha / beta) (eV) = -2.3 / -2.1
- Kohn-Sham gap (alpha / beta) (eV) = 6.01 / 4.86
- ΔE to the lowest compared entry with this formula, charge and spin (kcal per mole) = 13.6
- total charge = -2
- total energy (Eh) = -15914.6562
- LUMO (alpha / beta) (eV) = 3.70 / 2.74
- expectation value of S² = 6.06

Atom charges from the Mulliken analysis, given in e for atoms 1 to 6: number 1, Ru, carries 0.188; number 2, Se, carries -0.652; number 3, Sb, carries 0.753; number 4, Se, carries -0.510; number 5, Se, carries -0.511; number 6, Se, carries -0.666

The following is a DFT calculation (ωB97M-V/def2-TZVPD) of 2 unconnected molecules or ions with the total composition C2H3N2OP in a non-equilibrium geometry.

Positions of all 9 atoms, in Å:
O (-1.55905, -2.05716, 1.53749)
C (-1.19666, -1.06223, 1.13762)
N (-0.70556, -0.03456, 0.78037)
P (-0.82607, 1.49907, 0.00682)
H (0.47318, 1.88084, 0.11215)
H (-1.15847, 2.22708, 1.35585)
C (1.63475, -0.83248, -1.66889)
N (1.42850, -1.47470, -0.76922)
H (1.90938, -0.14586, -2.49218)

Summary:
- multiplicity = 1
- HOMO energy (eV) = -9.5
- Kohn-Sham gap (eV) = 10.21
- ΔE to the lowest compared entry with this formula, charge and spin (kcal per mole) = 21.2
- SMILES = O=C=NP.C#N
- total energy (Eh) = -604.0679
- LUMO (eV) = 0.67

Atom charges from the Mulliken analysis, given in e for atoms 1 to 6: number 1, O, carries -0.384; number 2, C, carries 0.563; number 3, N, carries -0.215; number 4, P, carries -0.109; number 5, H, carries 0.064; number 6, H, carries 0.079